Record 1
The following is a DFT calculation (ωB97M-V with the def2-TZVPD basis set) of C41H59BCl5Cs2F12N2NaO18PS3 as an isolated structure.

Cartesian coordinates (Å):
1 C 1.367 -7.393 -3.416
2 C 0.078 -6.574 -4.095
3 C 0.181 -5.002 -3.534
4 O 1.060 -4.188 -4.387
5 C 0.877 -2.727 -4.099
6 C 1.482 -2.486 -2.595
7 C 0.391 -2.361 -1.350
8 C -1.240 -2.428 -1.609
9 O -2.067 -3.358 -1.111
10 O -1.858 -1.373 -2.479
11 C -1.589 -0.030 -1.938
12 C -0.314 0.747 -2.630
13 C 0.695 1.358 -1.477
14 C 1.081 -2.169 0.162
15 C 0.113 -2.081 1.485
16 C -0.491 -0.590 1.802
17 C -0.570 -0.440 3.457
18 C 0.327 0.829 3.990
19 C 1.607 0.294 4.892
20 C 3.011 0.729 4.167
21 C 3.529 2.247 4.506
22 C 3.824 2.982 3.055
23 C 5.040 2.263 2.191
24 O 4.725 2.213 0.725
25 C 5.365 3.379 0.068
26 C 2.743 -2.113 0.281
27 Cl 3.480 -1.925 2.012
28 N 3.655 -2.239 -0.955
29 P 5.459 -2.224 -0.756
30 S 5.997 -4.121 -0.981
31 C 3.138 -2.416 -2.367
32 C 4.046 -2.551 -3.729
33 C 4.095 -1.164 -4.642
34 H 2.064 -7.855 -4.257
35 H 2.062 -6.657 -2.789
36 H 0.974 -8.207 -2.667
37 H 0.094 -6.623 -5.275
38 H -0.894 -7.023 -3.617
39 H -0.886 -4.515 -3.489
40 H 0.550 -5.109 -2.414
41 H -0.242 -2.415 -4.243
42 H 1.499 -2.163 -4.938
43 H -1.401 -0.057 -0.783
44 H -2.535 0.669 -2.117
45 H 0.345 0.056 -3.328
46 H -0.723 1.693 -3.231
47 H 0.923 0.476 -0.733
48 H 0.243 2.284 -0.893
49 H 1.731 1.680 -1.946
50 H 0.692 -2.578 2.386
51 H -0.812 -2.796 1.267
52 H 0.095 0.286 1.284
53 H -1.616 -0.566 1.422
54 H -0.299 -1.473 3.987
55 H -1.692 -0.212 3.796
56 H -0.296 1.607 4.621
57 H 0.752 1.388 3.047
58 H 1.466 0.767 5.965
59 H 1.594 -0.897 4.918
60 H 2.814 0.678 2.991
61 H 3.823 -0.104 4.394
62 H 2.760 2.810 5.184
63 H 4.550 2.126 5.108
64 H 2.823 2.891 2.411
65 H 3.998 4.151 3.185
66 H 6.079 2.817 2.375
67 H 5.232 1.138 2.506
68 H 4.840 3.700 -0.935
69 H 6.511 3.096 -0.103
70 H 5.332 4.255 0.867
71 H 5.889 -1.719 0.523
72 H 6.030 -1.478 -1.877
73 H 3.573 -3.375 -4.452
74 H 5.156 -2.878 -3.555
75 H 3.918 -1.471 -5.779
76 H 5.156 -0.634 -4.611
77 H 3.220 -0.421 -4.317
78 C -4.809 3.298 4.420
79 C -3.556 2.973 4.780
80 C -3.495 1.849 5.810
81 O -2.448 1.343 6.228
82 C -4.774 1.327 6.358
83 C -6.028 1.662 6.007
84 C -6.088 2.710 4.899
85 O -7.132 3.109 4.374
86 O -7.120 1.215 6.476
87 O -2.466 3.476 4.368
88 H -4.954 4.081 3.683
89 H -4.631 0.582 7.133
90 Cl -5.647 3.760 1.503
91 C -6.897 4.027 0.262
92 C -8.256 4.334 0.873
93 Cl -8.957 2.920 1.699
94 H -6.934 3.140 -0.378
95 H -6.564 4.872 -0.346
96 H -8.960 4.622 0.087
97 H -8.197 5.154 1.595
98 Na 5.938 1.706 6.417
99 Cs 8.264 -2.708 -1.648
100 C -3.202 3.835 -3.501
101 C -2.901 3.989 -4.999
102 C -1.900 5.087 -5.341
103 F -2.342 6.312 -4.977
104 F -1.692 5.143 -6.684
105 F -4.068 4.154 -5.677
106 F -2.388 2.794 -5.432
107 O -4.398 4.467 -3.037
108 C -4.266 5.844 -2.688
109 C -5.138 6.759 -3.555
110 F -4.805 6.669 -4.868
111 F -4.980 8.064 -3.206
112 F -2.957 6.190 -2.706
113 F -4.658 5.933 -1.388
114 H -3.378 2.766 -3.327
115 H -2.338 4.075 -2.870
116 H -0.933 4.908 -4.864
117 H -6.197 6.503 -3.458
118 C -4.094 -5.246 -2.934
119 Cl -5.519 -4.255 -3.272
120 Cl -3.801 -6.403 -4.238
121 H -3.223 -4.594 -2.835
122 H -4.254 -5.793 -2.002
123 B 10.366 5.767 3.643
124 O 9.135 6.535 3.854
125 C 8.163 5.657 4.135
126 O 7.005 5.967 4.366
127 C 8.695 4.322 4.121
128 O 8.071 3.296 4.337
129 O 10.003 4.358 3.831
130 F 11.374 6.158 4.616
131 F 10.864 5.980 2.293
132 Cs -3.295 -8.757 -4.808
133 N -0.993 -6.163 1.912
134 S 0.359 -6.674 1.297
135 O 0.294 -7.795 0.366
136 O 1.552 -6.605 2.133
137 F 0.657 -5.473 0.278
138 S -1.594 -7.203 2.926
139 O -2.991 -6.945 3.275
140 O -0.768 -7.629 4.049
141 F -1.734 -8.541 2.070
142 O -8.108 -6.473 -2.657
143 H -8.441 -7.029 -1.907
144 H -7.289 -5.976 -2.404
145 H -8.812 -5.863 -2.996

- Lowest unoccupied orbital energy: -5.38 eV
- HOMO energy: -6.7 eV
- Kohn-Sham gap: 1.3 eV
- Charge: +1

Record 2
The following is a DFT calculation (ωB97M-V with the def2-TZVPD basis set) of C41H60BCrN12OS5 as an isolated structure.

Cartesian coordinates (Å):
1 Cr 0.181 -0.712 0.922
2 C 4.631 -0.203 -2.586
3 C 4.693 1.258 -2.138
4 C 5.575 2.023 -3.122
5 C 5.291 1.409 -0.740
6 N 3.319 1.847 -2.156
7 C 2.926 2.882 -2.992
8 C 1.620 3.111 -2.765
9 N 1.204 2.242 -1.784
10 B -0.237 2.082 -1.241
11 N -0.271 2.844 0.121
12 C 0.244 4.099 0.343
13 C 0.000 4.424 1.626
14 N -0.644 3.348 2.217
15 C -0.805 2.388 1.268
16 S -1.582 0.852 1.401
17 C -1.099 3.446 3.645
18 C -2.277 4.420 3.677
19 C -1.525 2.112 4.246
20 C 0.071 3.977 4.478
21 N -1.244 2.702 -2.218
22 C -2.029 3.824 -2.037
23 C -2.838 3.933 -3.102
24 N -2.565 2.873 -3.957
25 C -1.574 2.106 -3.404
26 S -0.795 0.715 -3.978
27 C -3.309 2.770 -5.249
28 C -4.804 2.733 -4.921
29 C -2.966 1.529 -6.062
30 C -2.967 4.009 -6.081
31 C 2.236 1.471 -1.423
32 S 2.202 0.164 -0.284
33 H 5.646 -0.601 -2.638
34 H 4.185 -0.271 -3.580
35 H 4.052 -0.817 -1.902
36 H 6.573 1.589 -3.083
37 H 5.663 3.078 -2.859
38 H 5.216 1.932 -4.147
39 H 6.305 1.006 -0.738
40 H 4.704 0.876 0.005
41 H 5.340 2.463 -0.461
42 H 3.596 3.354 -3.683
43 H 0.941 3.801 -3.234
44 H -0.469 0.940 -1.073
45 H 0.747 4.653 -0.431
46 H 0.230 5.323 2.165
47 H -3.101 4.041 3.072
48 H -1.995 5.406 3.303
49 H -2.628 4.536 4.702
50 H -2.415 1.707 3.777
51 H -1.744 2.297 5.299
52 H -0.730 1.368 4.184
53 H 0.382 4.979 4.188
54 H 0.927 3.305 4.402
55 H -0.237 4.024 5.522
56 H -1.960 4.446 -1.163
57 H -3.584 4.672 -3.322
58 H -5.029 1.886 -4.273
59 H -5.371 2.619 -5.845
60 H -5.148 3.644 -4.433
61 H -3.190 0.613 -5.521
62 H -1.918 1.503 -6.347
63 H -3.578 1.564 -6.965
64 H -3.230 4.934 -5.568
65 H -3.518 3.979 -7.021
66 H -1.900 4.028 -6.308
67 N -1.202 -2.711 4.311
68 C -1.540 -4.016 3.908
69 C -1.346 -5.115 4.737
70 C -1.712 -6.379 4.298
71 C -2.233 -6.560 3.026
72 C -2.399 -5.469 2.185
73 C -2.076 -4.197 2.633
74 S -2.346 -2.727 1.701
75 N -0.904 -1.915 2.120
76 C -0.568 -1.871 3.410
77 C 0.488 -1.018 3.780
78 C 1.056 -0.914 5.078
79 C 2.025 0.014 5.324
80 C 2.458 0.867 4.280
81 C 1.912 0.690 3.030
82 N 0.985 -0.232 2.751
83 H -0.918 -2.619 5.273
84 H -0.929 -4.977 5.729
85 H -1.580 -7.229 4.955
86 H -2.507 -7.550 2.687
87 H -2.796 -5.597 1.186
88 H 0.717 -1.560 5.878
89 H 2.454 0.101 6.314
90 H 3.204 1.630 4.443
91 H 2.236 1.287 2.185
92 O -0.676 -1.320 -0.716
93 C -1.033 -1.970 -1.714
94 C -0.030 -2.539 -2.676
95 C 0.002 -4.089 -2.677
96 C -1.221 -4.767 -2.056
97 C -2.542 -4.500 -2.779
98 C -2.791 -3.010 -3.046
99 N -2.320 -2.175 -1.951
100 H 0.936 -2.122 -2.396
101 H -0.272 -2.144 -3.664
102 H 0.882 -4.413 -2.120
103 H 0.136 -4.439 -3.702
104 H -1.309 -4.451 -1.011
105 H -1.049 -5.844 -2.029
106 H -3.360 -4.906 -2.178
107 H -2.564 -5.026 -3.736
108 H -3.850 -2.809 -3.189
109 H -2.287 -2.686 -3.957
110 H -2.965 -1.808 -1.268
111 C 2.895 -4.152 4.228
112 N 2.188 -3.944 2.979
113 C 2.434 -2.952 2.128
114 N 3.370 -2.053 2.431
115 S 1.571 -2.857 0.656
116 H 2.431 -4.982 4.754
117 H 2.820 -3.267 4.864
118 H 3.946 -4.392 4.057
119 H 1.478 -4.595 2.683
120 H 3.788 -1.996 3.345
121 H 3.490 -1.279 1.795

- Lowest unoccupied orbital energy (alpha / beta): -2.44 / -2.51 eV
- HOMO energy (alpha / beta): -7.9 / -8.8 eV
- Kohn-Sham gap (alpha / beta): 5.5 / 6.3 eV
- ⟨S²⟩: 6.0603
- Multiplicity: 5
- Energy relative to the best compared isomer or geometry (same formula, charge and spin): 0.00 kcal/mol
- Charge: +1

Record 3
The following is a DFT calculation (ωB97M-V with the def2-TZVPD basis set) of C41H60BCrN12OS5 as an isolated structure.

Cartesian coordinates (Å):
1 Cr -0.280 -0.175 -1.199
2 C 3.711 3.542 3.825
3 C 2.717 4.008 2.760
4 C 2.097 5.356 3.120
5 C 3.453 4.137 1.433
6 N 1.584 3.007 2.738
7 C 0.906 2.756 3.914
8 C -0.088 1.898 3.634
9 N -0.035 1.597 2.291
10 B -1.089 0.628 1.640
11 N -1.616 -0.316 2.737
12 C -2.844 -0.234 3.363
13 C -2.931 -1.259 4.229
14 N -1.751 -1.984 4.142
15 C -0.950 -1.399 3.204
16 S 0.634 -1.818 2.706
17 C -1.488 -3.235 4.914
18 C -2.663 -3.503 5.850
19 C -1.368 -4.398 3.933
20 C -0.226 -3.064 5.756
21 N -2.242 1.515 1.119
22 C -2.754 2.595 1.819
23 C -3.711 3.162 1.069
24 N -3.781 2.455 -0.120
25 C -2.891 1.436 -0.060
26 S -2.671 0.178 -1.219
27 C -4.669 2.823 -1.269
28 C -5.413 4.109 -0.916
29 C -3.797 3.099 -2.494
30 C -5.684 1.711 -1.513
31 C 0.984 2.286 1.763
32 S 1.628 2.188 0.137
33 H 4.582 4.195 3.802
34 H 4.040 2.520 3.629
35 H 3.298 3.585 4.832
36 H 2.882 6.112 3.164
37 H 1.603 5.328 4.092
38 H 1.367 5.643 2.367
39 H 4.300 4.801 1.609
40 H 2.836 4.582 0.656
41 H 3.858 3.182 1.090
42 H 1.182 3.219 4.842
43 H -0.834 1.470 4.279
44 H -0.589 -0.051 0.793
45 H -3.556 0.542 3.145
46 H -3.727 -1.521 4.898
47 H -3.594 -3.670 5.306
48 H -2.805 -2.697 6.570
49 H -2.441 -4.411 6.409
50 H -2.275 -4.481 3.330
51 H -1.230 -5.328 4.485
52 H -0.518 -4.245 3.276
53 H -0.333 -2.209 6.427
54 H 0.652 -2.913 5.135
55 H -0.081 -3.958 6.366
56 H -2.354 2.916 2.763
57 H -4.278 4.054 1.251
58 H -4.723 4.932 -0.726
59 H -6.073 3.978 -0.057
60 H -6.033 4.381 -1.769
61 H -3.047 3.855 -2.247
62 H -4.430 3.477 -3.300
63 H -3.297 2.197 -2.838
64 H -6.290 1.546 -0.620
65 H -5.204 0.775 -1.788
66 H -6.348 2.009 -2.326
67 N 1.092 3.612 -2.252
68 C 1.375 4.816 -1.557
69 C 2.397 5.585 -2.119
70 C 2.788 6.768 -1.533
71 C 2.139 7.182 -0.365
72 C 1.107 6.436 0.156
73 C 0.656 5.228 -0.425
74 S -0.771 4.426 0.137
75 N 0.319 1.819 -0.897
76 C 0.368 2.516 -1.997
77 C -0.194 1.871 -3.236
78 C -0.542 2.627 -4.334
79 C -0.896 1.978 -5.510
80 C -0.903 0.603 -5.526
81 C -0.603 -0.076 -4.353
82 N -0.253 0.546 -3.228
83 H 1.445 3.645 -3.200
84 H 2.893 5.241 -3.022
85 H 3.577 7.360 -1.975
86 H 2.426 8.109 0.115
87 H 0.567 6.786 1.027
88 H -0.562 3.706 -4.254
89 H -1.171 2.544 -6.390
90 H -1.149 0.051 -6.423
91 H -0.648 -1.158 -4.298
92 O 1.687 -0.724 -1.010
93 C 2.783 -0.751 -1.568
94 C 2.971 -0.581 -3.043
95 C 2.825 -2.024 -3.593
96 C 3.672 -3.107 -2.895
97 C 3.230 -3.481 -1.466
98 C 3.767 -2.554 -0.361
99 N 3.888 -1.187 -0.900
100 H 3.971 -0.200 -3.261
101 H 2.226 0.081 -3.475
102 H 3.079 -2.004 -4.654
103 H 1.770 -2.307 -3.518
104 H 4.733 -2.829 -2.911
105 H 3.600 -4.003 -3.513
106 H 3.537 -4.505 -1.244
107 H 2.142 -3.463 -1.442
108 H 4.767 -2.852 -0.047
109 H 3.125 -2.545 0.519
110 H 4.727 -1.094 -1.453
111 C 0.708 -5.042 0.828
112 N 0.103 -3.897 0.177
113 C -0.409 -3.932 -1.042
114 N -0.454 -5.121 -1.676
115 S -0.981 -2.559 -1.867
116 H 1.178 -4.692 1.744
117 H 1.474 -5.490 0.190
118 H -0.033 -5.801 1.091
119 H 0.105 -3.010 0.687
120 H -0.344 -5.986 -1.173
121 H -0.927 -5.150 -2.562

- Lowest unoccupied orbital energy (alpha / beta): -2.44 / -2.53 eV
- HOMO energy (alpha / beta): -8.3 / -8.3 eV
- Kohn-Sham gap (alpha / beta): 5.8 / 5.7 eV
- ⟨S²⟩: 6.0197
- Multiplicity: 5
- Energy relative to the best compared isomer or geometry (same formula, charge and spin): 35.22 kcal/mol
- Charge: +1

Record 4
The following is a DFT calculation (ωB97M-V with the def2-TZVPD basis set) of C41H60BN2O3P2RuS as an isolated structure.

Cartesian coordinates (Å):
1 Ru -0.527 0.261 1.167
2 C 1.605 5.562 0.734
3 C 0.390 4.633 0.825
4 C -0.124 4.399 -0.607
5 C -0.711 5.308 1.647
6 P 0.720 2.922 1.509
7 C 2.339 2.574 0.681
8 N 2.561 1.156 0.558
9 B 1.558 0.128 0.398
10 N 2.322 -1.092 0.322
11 C 1.836 -2.438 0.147
12 P 0.035 -2.552 0.573
13 C -0.718 -3.003 -1.086
14 C -0.387 -1.827 -2.019
15 C -0.195 -4.298 -1.714
16 C -2.243 -3.097 -0.969
17 C 0.045 -4.007 1.759
18 C 0.791 -5.260 1.289
19 C 0.745 -3.464 3.017
20 C -1.390 -4.399 2.118
21 C 3.677 -0.808 0.449
22 C 4.777 -1.647 0.458
23 C 6.035 -1.076 0.635
24 C 6.182 0.298 0.784
25 C 5.077 1.145 0.759
26 C 3.824 0.579 0.595
27 C 1.172 2.996 3.324
28 C 1.994 4.213 3.752
29 C 1.995 1.744 3.656
30 C -0.134 2.972 4.128
31 H 1.264 6.536 0.371
32 H 2.345 5.199 0.022
33 H 2.098 5.725 1.688
34 H -0.432 5.357 -1.037
35 H -0.967 3.714 -0.642
36 H 0.650 3.987 -1.255
37 H -1.125 6.142 1.074
38 H -0.330 5.710 2.586
39 H -1.530 4.628 1.884
40 H 3.153 3.048 1.237
41 H 2.313 3.036 -0.309
42 H 2.402 -3.113 0.792
43 H 1.993 -2.776 -0.882
44 H 0.670 -1.788 -2.284
45 H -0.650 -0.857 -1.586
46 H -0.956 -1.952 -2.945
47 H 0.889 -4.398 -1.668
48 H -0.481 -4.320 -2.770
49 H -0.637 -5.175 -1.244
50 H -2.674 -2.193 -0.536
51 H -2.561 -3.942 -0.362
52 H -2.659 -3.236 -1.972
53 H 1.776 -5.053 0.872
54 H 0.225 -5.825 0.552
55 H 0.941 -5.912 2.154
56 H 1.817 -3.326 2.861
57 H 0.623 -4.191 3.824
58 H 0.330 -2.513 3.346
59 H -1.866 -4.955 1.310
60 H -2.011 -3.539 2.358
61 H -1.370 -5.049 2.996
62 H 4.669 -2.716 0.332
63 H 6.909 -1.712 0.652
64 H 7.170 0.719 0.916
65 H 5.201 2.215 0.861
66 H 2.944 4.279 3.218
67 H 2.230 4.107 4.815
68 H 1.458 5.154 3.633
69 H 2.981 1.772 3.187
70 H 1.497 0.812 3.386
71 H 2.135 1.714 4.740
72 H -0.707 3.890 3.996
73 H 0.099 2.864 5.189
74 H -0.765 2.125 3.859
75 O -1.121 -0.085 5.251
76 C -1.385 -0.483 4.137
77 O -0.608 -0.282 3.103
78 C -2.601 -1.326 3.881
79 C -3.012 -2.156 4.921
80 C -4.088 -3.011 4.771
81 C -4.789 -3.018 3.572
82 C -4.406 -2.180 2.540
83 C -3.304 -1.330 2.671
84 S -2.953 -0.272 1.300
85 H -2.457 -2.113 5.848
86 H -4.383 -3.663 5.582
87 H -5.641 -3.673 3.441
88 H -4.957 -2.173 1.608
89 C -8.274 2.732 -1.448
90 C -6.844 2.271 -1.408
91 C -5.923 2.873 -0.565
92 C -4.598 2.460 -0.505
93 C -3.680 3.120 0.480
94 C -4.186 1.412 -1.337
95 C -2.803 0.920 -1.374
96 O -1.809 1.356 -0.795
97 C -5.114 0.761 -2.180
98 C -4.768 -0.430 -3.046
99 C -6.425 1.209 -2.203
100 H -8.413 3.646 -0.873
101 H -8.937 1.970 -1.033
102 H -8.595 2.918 -2.473
103 H -6.244 3.686 0.076
104 H -4.197 3.928 0.995
105 H -2.793 3.521 0.000
106 H -3.334 2.391 1.218
107 H -2.657 0.042 -2.023
108 H -4.354 -1.251 -2.458
109 H -4.047 -0.186 -3.828
110 H -5.670 -0.795 -3.534
111 H -7.140 0.710 -2.847

- Lowest unoccupied orbital energy (alpha / beta): -0.08 / -0.94 eV
- HOMO energy (alpha / beta): -6.3 / -7.6 eV
- Kohn-Sham gap (alpha / beta): 6.2 / 6.7 eV
- ⟨S²⟩: 8.7687
- Multiplicity: 6
- Energy relative to the best compared isomer or geometry (same formula, charge and spin): 0.00 kcal/mol